{"formula": "C31H53LaNO2Si2", "method": "wB97M-V/def2-TZVPD", "elements": ["O", "O", "C", "C", "H", "H", "H", "H", "H", "C", "C", "H", "H", "H", "H", "H", "C", "C", "C", "H", "H", "H", "H", "H", "C", "H", "H", "H", "H", "H", "H", "La", "C", "Si", "H", "H", "C", "C", "C", "C", "Si", "H", "H", "C", "C", "C", "H", "H", "H", "H", "H", "H", "H", "H", "H", "H", "H", "H", "H", "H", "H", "H", "H", "H", "C", "C", "C", "C", "C", "C", "C", "C", "C", "C", "C", "C", "C", "C", "C", "N", "H", "H", "H", "H", "H", "H", "H", "H", "H", "H"], "xyz": [[-0.139, -1.322, -4.175], [-1.159, -3.642, -3.486], [-0.466, -0.002, -4.626], [0.404, 1.160, -4.174], [-1.502, 0.176, -4.295], [-0.488, -0.028, -5.725], [0.385, 1.306, -3.086], [-0.017, 2.067, -4.619], [1.436, 1.056, -4.523], [1.042, -1.508, -3.357], [2.114, -2.208, -4.151], [0.733, -2.113, -2.490], [1.389, -0.549, -2.948], [1.818, -3.251, -4.341], [3.053, -2.182, -3.584], [2.294, -1.711, -5.113], [-0.950, -4.938, -2.891], [-1.703, -3.726, -4.829], [0.509, -5.248, -2.659], [-1.367, -5.723, -3.545], [-1.509, -4.952, -1.942], [1.056, -5.371, -3.602], [0.562, -6.195, -2.112], [1.013, -4.484, -2.055], [-0.685, -4.245, -5.793], [-2.033, -2.719, -5.069], [-2.592, -4.380, -4.823], [0.255, -3.701, -5.701], [-1.052, -4.118, -6.810], [-0.484, -5.306, -5.634], [-1.203, -2.068, -2.793], [-1.440, -0.655, 0.607], [-1.696, -1.614, -1.780], [-3.592, -1.887, -1.827], [-1.097, -2.215, -1.065], [-1.358, -0.556, -1.835], [-4.221, -1.033, -3.381], [-4.593, -1.241, -0.350], [-4.137, -3.685, -1.875], [-2.373, 1.424, -0.263], [-2.853, 2.267, 1.336], [-3.245, 1.335, -0.934], [-1.657, 2.047, -0.830], [-4.679, 1.971, 1.669], [-2.499, 4.108, 1.267], [-1.851, 1.483, 2.750], [-5.231, -3.722, -1.781], [-3.733, -4.275, -1.044], [-3.875, -4.192, -2.810], [-4.180, 0.060, -3.268], [-5.269, -1.292, -3.594], [-3.636, -1.296, -4.273], [-4.364, -0.225, -0.008], [-4.576, -1.933, 0.504], [-5.637, -1.211, -0.702], [-2.877, 4.532, 0.325], [-1.423, 4.327, 1.317], [-2.995, 4.640, 2.092], [-0.756, 1.598, 2.667], [-2.086, 0.415, 2.981], [-2.154, 2.049, 3.644], [-5.029, 2.760, 2.350], [-4.874, 0.998, 2.140], [-5.273, 2.028, 0.746], [0.802, -5.058, 0.952], [2.114, -4.673, 1.261], [2.399, -3.325, 1.486], [1.371, -2.346, 1.357], [0.087, -2.736, 0.966], [-0.220, -4.079, 0.819], [1.668, -0.935, 1.667], [2.690, -0.604, 2.577], [2.969, 0.715, 2.846], [2.353, 1.726, 2.088], [2.622, 3.104, 2.283], [2.069, 4.056, 1.447], [1.239, 3.667, 0.377], [0.959, 2.322, 0.157], [1.411, 1.350, 1.077], [0.939, 0.038, 1.036], [0.560, -6.108, 0.802], [2.911, -5.416, 1.328], [3.409, -3.006, 1.744], [-1.242, -4.390, 0.602], [3.221, -1.407, 3.078], [3.700, 0.992, 3.607], [3.277, 3.367, 3.118], [2.286, 5.112, 1.616], [0.812, 4.426, -0.282], [0.385, 1.991, -0.718]], "atomic_forces_ev_per_a": [[1.022, 0.515, 0.280], [-0.300, -1.615, -0.914], [-0.392, -0.056, -0.129], [-0.126, 0.027, -0.021], [0.161, 0.048, -0.066], [0.061, -0.013, 0.214], [0.086, -0.070, -0.194], [0.096, -0.096, 0.005], [-0.105, 0.069, 0.143], [-0.625, 0.267, -0.176], [0.318, -0.184, -0.029], [0.206, 0.047, -0.302], [-0.012, -0.245, -0.203], [0.260, 0.407, 0.062], [-0.112, -0.214, -0.127], [-0.099, -0.067, 0.223], [-0.284, 0.150, -0.178], [-0.063, -0.056, 0.943], [0.310, -0.068, 0.067], [-0.077, 0.280, 0.263], [0.155, -0.036, -0.182], [-0.151, 0.064, 0.186], [0.129, 0.082, -0.034], [-0.154, -0.107, -0.089], [0.324, -0.073, -0.450], [0.121, 0.048, -0.066], [0.145, 0.168, 0.075], [-0.133, 0.053, -0.022], [0.004, -0.092, -0.139], [-0.015, 0.018, -0.031], [-1.770, 1.043, 2.164], [-0.720, -0.259, 1.836], [0.851, -0.870, -1.848], [-0.429, -0.155, -0.840], [-0.068, -0.165, -0.364], [-0.295, -0.212, 0.046], [0.023, 0.241, -0.004], [0.285, 0.158, 0.195], [0.253, -0.165, -0.048], [-0.051, 1.075, -0.963], [-0.096, 0.292, -1.363], [0.150, 0.051, 0.210], [-0.270, 0.062, 0.255], [0.023, 0.066, 0.272], [0.028, 0.194, 0.280], [0.061, -0.111, 0.407], [0.196, 0.125, -0.019], [0.001, 0.026, -0.088], [0.035, 0.109, 0.182], [0.028, -0.178, -0.059], [0.248, -0.002, 0.168], [-0.083, 0.024, 0.280], [-0.092, -0.122, -0.016], [-0.039, 0.058, -0.050], [0.284, -0.053, 0.131], [0.053, -0.207, 0.234], [-0.233, -0.078, 0.008], [0.173, -0.061, -0.145], [-0.354, -0.044, -0.026], [0.031, 0.501, 0.181], [0.139, -0.340, -0.037], [-0.095, -0.281, -0.085], [-0.049, 0.195, -0.051], [0.181, 0.036, 0.204], [-0.587, 0.550, 0.011], [-0.270, 0.245, -0.119], [-0.512, 0.555, 0.075], [0.751, -1.602, 0.229], [-0.649, 1.023, -0.173], [1.537, -0.925, 0.203], [-0.638, 0.936, -0.906], [0.395, 0.500, 0.316], [0.076, -0.725, 0.069], [-0.803, 0.604, -0.608], [0.062, 0.061, -0.202], [0.153, -0.057, 0.524], [0.008, -0.688, -0.231], [-0.308, 0.374, 0.149], [0.279, -0.538, 0.815], [1.693, -0.350, -0.174], [0.122, 0.107, 0.065], [-0.292, 0.229, -0.007], [-0.138, -0.274, -0.084], [0.165, -0.120, -0.116], [-0.146, 0.236, 0.004], [-0.172, -0.098, -0.166], [-0.148, 0.105, -0.387], [-0.111, -0.321, -0.069], [0.262, -0.282, 0.103], [0.129, 0.250, 0.527]], "total_energy_ha": -2028.57928, "spin_multiplicity": 1, "homo_energy_ev": -9.86, "e_above_lowest_kcal_mol": 0.00, "total_charge": 1}